(1)
Molecular formula: C39H116N8O15
Method: DFT, ωB97M-V/def2-TZVPD

## Properties
**Total charge**: 0
**Electronic energy**: -84945.0761 eV
**F_max**: 3.1 eV/A
**Energy relative to the best compared isomer or geometry (same formula, charge and spin)**: 533.1 kJ/mol
**Multiplicity**: 1

Structure (XYZ):
```
178
Properties=species:S:1:pos:R:3:mulliken_charge:R:1
O 4.457 -0.909 2.739 -0.491
O -9.092 -3.279 0.185 -0.252
O -2.255 -3.431 8.007 -0.334
O 5.244 -0.311 -4.761 -0.493
O -3.533 -7.511 -3.034 -0.511
O 7.364 6.163 5.705 -0.300
O -0.375 -5.498 -5.662 -0.496
O 2.969 8.446 -0.093 -0.247
O 0.025 6.304 -9.855 -0.312
O -4.874 -8.110 4.064 -0.292
O -7.287 -2.223 -6.564 -0.508
O -4.505 2.749 -2.561 -0.457
O -1.177 -0.379 -1.383 -0.233
O 5.626 5.819 -1.914 -0.445
O 9.245 -3.112 -0.667 -0.342
N 5.731 -3.698 -1.632 -0.731
N 1.147 -4.947 8.730 -0.780
N -8.171 0.032 1.733 -0.629
N 1.482 7.814 -2.624 -0.662
N 2.281 0.870 -1.518 -0.685
N -1.575 5.793 -6.574 -0.717
N 6.912 2.456 5.676 -0.675
N -7.626 -7.526 2.977 -0.728
C -5.941 -2.131 -6.050 -0.497
C 0.699 0.994 -3.322 -1.445
C 6.762 3.834 5.216 0.408
C 3.796 9.249 0.747 -0.878
C 7.064 5.997 -2.044 -0.578
C -0.991 5.391 -7.824 0.559
C 1.968 9.205 -0.784 -0.887
C 0.876 8.377 -1.475 0.329
C 7.481 7.113 6.774 -0.753
C 0.327 7.275 -0.566 -1.246
C -3.594 -7.701 3.784 -0.728
C 7.562 4.823 6.089 -0.822
C -2.872 -2.422 7.211 -0.695
C -2.013 4.432 -8.381 -1.349
C -9.764 -1.563 2.711 -1.352
C -0.301 -4.672 8.778 0.436
C 5.226 4.178 5.002 -1.127
C 7.574 -5.085 -2.088 -1.196
C -0.751 -4.459 10.246 -1.274
C 6.092 0.796 -5.035 -0.521
C 8.000 -2.752 -1.260 -0.599
C -8.713 -1.343 1.663 0.561
C -4.904 -7.481 -3.487 -0.422
C 0.192 -0.441 -1.222 -0.668
C 0.769 -5.633 -4.867 -0.508
C 0.871 0.822 -1.807 0.613
C -7.237 -7.501 4.388 0.275
C -9.150 -1.805 0.264 -0.743
C -0.792 -3.485 7.950 -0.638
C -7.588 -8.868 5.010 -1.327
C -9.657 -3.773 -1.066 -0.696
C -1.939 -1.443 -0.734 -0.803
C 3.679 -1.942 3.294 -0.572
C 7.087 -4.034 -1.189 0.235
C 9.921 -1.903 -0.239 -0.735
C -0.796 6.590 -8.743 -0.668
C -5.685 3.313 -2.211 -0.567
C -5.734 -7.135 4.629 -0.763
C 0.545 7.425 -10.551 -0.661
H -9.744 -2.611 3.009 0.304
H 0.493 1.700 -1.284 0.200
H -5.621 -8.007 -2.855 0.224
H -0.268 -5.205 10.877 0.361
H -3.250 -7.079 4.611 0.281
H 0.515 -1.387 -1.657 0.355
H -0.903 6.275 -5.994 0.226
H -5.172 -6.427 -3.552 0.175
H 6.454 2.336 6.569 0.254
H 1.095 -6.663 -5.011 0.274
H -10.700 -3.458 -1.070 0.297
H -7.697 0.216 2.606 0.223
H 6.533 1.069 -4.076 0.229
H -7.410 -9.695 4.322 0.294
H 1.529 -4.915 -5.175 0.214
H -1.508 3.855 -9.155 0.321
H 0.977 0.179 -3.991 0.282
H -0.337 1.218 -3.575 0.352
H -0.255 7.811 -11.182 0.272
H -5.472 -7.088 5.686 0.404
H -2.191 -2.133 6.411 0.322
H -1.574 -2.463 -0.850 0.299
H 8.646 -5.155 -1.905 0.323
H 4.538 3.519 5.531 0.357
H -1.834 -1.231 0.330 0.329
H -2.390 3.629 -7.748 0.407
H 1.395 7.149 -11.174 0.225
H 6.812 0.566 -5.820 0.237
H -3.621 -7.139 2.851 0.292
H 4.342 -2.725 3.663 0.272
H 2.607 1.764 -1.855 0.240
H 4.973 4.077 3.946 0.228
H -5.756 -2.557 -5.064 0.214
H 1.152 6.584 -0.392 0.237
H -2.954 -8.574 3.659 0.221
H -0.391 -3.497 10.612 0.323
H 4.708 8.698 0.979 0.245
H 1.326 -5.225 7.775 0.270
H -10.765 -1.331 2.345 0.302
H 8.395 7.129 7.368 0.296
H 8.611 4.529 6.064 0.323
H 6.984 -4.324 -0.143 0.347
H 3.082 -2.522 2.591 0.234
H -6.573 2.830 -2.619 0.239
H 4.977 -0.519 3.445 0.290
H -8.662 -9.009 5.129 0.381
H -5.822 3.298 -1.130 0.245
H 5.473 1.653 -5.299 0.246
H -0.031 4.896 -7.678 0.259
H 7.185 -6.046 -1.750 0.310
H -0.457 6.730 -1.092 0.370
H 1.538 9.894 -0.057 0.435
H -1.828 -4.486 10.410 0.310
H 4.083 10.235 0.384 0.378
H 5.030 5.216 5.269 0.300
H -7.341 -1.824 -7.436 0.297
H -0.269 -6.131 -6.376 0.310
H -3.051 -6.892 -3.587 0.308
H -10.182 -1.482 0.124 0.309
H 9.280 -1.408 0.491 0.298
H -7.125 -9.008 5.987 0.327
H -4.293 2.053 -1.935 0.302
H -8.575 -1.381 -0.559 0.403
H -9.603 -1.052 3.660 0.391
H 10.118 -1.269 -1.104 0.290
H -2.949 -1.523 -1.136 0.246
H 0.530 -5.543 -3.807 0.206
H 5.972 -3.304 -2.530 0.268
H -5.187 -2.625 -6.663 0.245
H 0.006 8.982 -1.732 0.322
H -4.815 -7.993 -4.445 0.224
H -0.292 7.438 -8.278 0.331
H 3.094 -1.568 4.134 0.257
H -2.789 5.004 -8.890 0.289
H -5.680 -1.074 -6.010 0.248
H 0.806 8.178 -9.807 0.304
H 1.351 -5.863 9.103 0.269
H 5.304 -2.886 -1.210 0.253
H -6.937 -8.165 2.607 0.324
H -7.388 -6.626 2.585 0.242
H 0.516 -0.537 -0.185 0.272
H -3.827 -2.768 6.814 0.217
H -5.555 -6.141 4.221 0.423
H 1.984 8.605 -3.003 0.256
H 7.293 3.986 4.277 0.282
H 5.285 6.612 -1.495 0.255
H 4.523 -0.013 -4.201 0.288
H -1.821 5.012 -5.983 0.247
H 7.554 5.834 -1.084 0.269
H 3.291 9.540 1.668 0.322
H 7.207 4.688 7.110 0.387
H 7.551 5.238 -2.657 0.237
H 7.889 2.313 5.889 0.262
H 7.474 8.083 6.276 0.253
H -9.666 -4.852 -1.219 0.251
H 2.496 9.846 -1.490 0.439
H 7.364 -4.927 -3.145 0.306
H -0.796 -5.540 8.341 0.248
H -3.190 -1.581 7.826 0.250
H -1.768 6.904 -9.123 0.265
H 2.222 7.169 -2.384 0.269
H -5.762 4.353 -2.528 0.234
H 2.426 0.952 -0.522 0.243
H -8.771 0.823 1.548 0.194
H -7.832 -1.958 1.849 0.170
H 0.003 7.756 0.357 0.329
H 1.181 1.904 -3.678 0.420
H 7.396 6.972 -2.401 0.254
H -9.108 -3.300 -1.881 0.267
H -7.901 -6.793 4.884 0.376
H -0.371 -2.519 8.230 0.324
H 8.029 -2.475 -2.314 0.285
H 10.840 -2.140 0.297 0.262
H 7.497 -1.885 -0.831 0.426
H -0.577 -3.581 6.885 0.391
H 6.588 7.038 7.394 0.335
```

***

(2)
Molecular formula: C39H25FN6O6S2TaTe
Method: DFT, ωB97M-V/def2-TZVPD

## Properties
**Total charge**: +1
**Electronic energy**: -95304.7761 eV
**F_max**: 2.6 eV/A
**Energy relative to the best compared isomer or geometry (same formula, charge and spin)**: 116.1 kJ/mol
**Multiplicity**: 1

Structure (XYZ):
```
81
Properties=species:S:1:pos:R:3:mulliken_charge:R:1
Ta -0.195 -0.532 0.045 -0.172
Te 2.227 -1.591 -0.626 0.221
S 2.568 -1.785 -3.952 -0.093
S -3.117 -1.901 -3.585 -0.381
F 6.339 0.931 4.232 -0.297
O 2.612 -2.537 2.606 -0.606
O 7.023 -1.490 2.942 -0.571
O -2.457 5.002 3.844 -0.685
O 1.400 0.601 1.584 -0.606
O -0.801 5.958 2.582 -0.682
O 0.037 -0.994 2.166 -0.344
N 3.153 -0.614 3.669 0.287
N -1.903 -0.543 -1.772 0.862
N -1.110 1.388 0.736 1.355
N -2.496 -0.833 1.316 0.215
N 0.310 1.143 -1.463 0.895
N 4.813 -2.028 2.886 -0.045
C -2.112 -1.769 -2.189 0.707
C 3.479 -1.781 3.021 0.378
C -1.576 -2.908 -1.475 0.768
C -0.647 -5.014 0.051 -0.787
C 0.571 3.499 -1.723 -1.143
C -4.031 1.968 -4.319 -0.661
C 0.809 0.973 -2.693 -0.439
C 5.428 0.042 3.851 0.175
C -2.511 0.148 2.230 0.527
C 2.990 -0.957 -2.494 0.229
C 4.016 -0.083 -2.712 -0.400
C -2.589 0.392 -2.537 -0.856
C 3.746 -0.923 -4.849 -0.495
C 4.128 0.284 4.055 0.130
C -1.897 1.421 1.824 0.619
C -3.084 -1.989 1.610 0.177
C 4.447 -0.061 -4.064 -0.645
C -0.366 -3.708 0.421 -0.503
C -2.659 1.770 -2.337 -0.103
C -2.152 2.613 2.483 -0.838
C -1.604 5.105 2.963 0.321
C 1.234 2.022 -3.478 -1.527
C -0.809 -2.627 -0.338 0.315
C -1.478 3.757 2.091 -0.728
C -0.501 2.517 0.311 0.669
C -3.639 -1.251 3.799 -0.621
C -3.370 2.543 -3.232 -0.845
C 1.116 3.313 -2.980 -0.882
C 5.892 -1.181 3.202 0.279
C -3.687 -2.240 2.829 -1.121
C 0.181 2.393 -0.978 0.643
C -3.297 -0.174 -3.607 0.653
C -3.057 -0.032 3.493 -1.176
C -4.016 0.601 -4.508 -0.706
C 1.732 -0.308 3.798 -1.322
C -1.373 -5.273 -1.107 -0.908
C 1.027 -0.230 2.431 1.299
C -0.601 3.699 1.020 -1.192
C -1.844 -4.221 -1.867 -0.890
H -2.186 2.225 -1.481 0.573
H -0.288 -5.836 0.656 0.515
H -4.051 -1.424 4.784 0.464
H -2.863 2.693 3.295 0.668
H 4.446 0.528 -1.931 0.488
H 1.251 -1.074 4.404 0.217
H 3.864 -1.119 -5.903 0.443
H 0.854 -0.041 -3.059 1.133
H 0.222 -3.528 1.316 0.522
H 1.655 1.827 -4.453 0.565
H -4.568 2.600 -5.014 0.424
H -3.065 -2.742 0.831 0.484
H 3.800 1.194 4.536 0.385
H 5.058 -2.891 2.420 0.249
H -3.427 3.613 -3.082 0.489
H -4.550 0.142 -5.328 0.447
H 1.636 0.667 4.271 0.415
H -4.160 -3.192 3.021 0.489
H 0.425 4.491 -1.322 0.563
H -2.997 0.750 4.236 0.475
H -0.035 4.589 0.776 0.721
H -1.574 -6.292 -1.410 0.421
H -2.416 -4.414 -2.767 0.486
H 1.423 4.162 -3.575 0.491
H 5.248 0.565 -4.428 0.419
```

***

Kohn-Sham gap values, unit hartree, following the record order: 0.337; 0.191.